Density functional theory data (ωB97M-V/def2-TZVPD) for a 2-piece molecular cluster, C20H23Cl2OSi overall.

XYZ file:
```
47
Properties=species:S:1:pos:R:3
C 2.3454 2.1189 2.8629
Si 1.0889 0.7705 3.0992
C 1.7913 -0.6348 4.0816
C -0.4783 1.4238 3.8558
O 0.6427 0.2734 1.5561
C 0.7085 -0.9181 0.8807
C -0.4605 -1.5690 0.6201
C 1.9914 -1.3199 0.3484
C 3.0419 -0.4823 0.2078
H 2.6555 2.4838 3.8524
H 3.2371 1.7524 2.3374
H 1.9259 2.9589 2.2979
H 2.0697 -0.2611 5.0782
H 1.0526 -1.4361 4.2086
H 2.6862 -1.0544 3.6067
H -0.2722 1.8064 4.8666
H -0.9074 2.2342 3.2561
H -1.2244 0.6208 3.9402
H -0.4263 -2.4885 0.0465
H -1.3837 -1.2414 1.0933
H 2.0099 -2.3419 -0.0429
H 3.9667 -0.8684 -0.2241
H 2.9861 0.5761 0.4704
Cl -3.0801 -4.5497 -5.1353
C -2.2773 -3.3116 -4.2669
C -0.9159 -3.0635 -4.5160
C -0.2740 -2.0512 -3.8234
C -0.9577 -1.2469 -2.8614
C -0.2015 -0.2315 -2.2101
C -0.6143 0.9820 -1.6110
C 0.4143 1.8973 -1.2245
C 0.1454 2.9878 -0.4230
C -1.1606 3.1800 0.0550
Cl -1.4510 4.3855 1.2406
C -2.2148 2.3759 -0.4048
C -1.9573 1.3362 -1.2921
C -2.3116 -1.5736 -2.5781
C -2.9759 -2.5559 -3.3117
H -0.3817 -3.6667 -5.2450
H 0.7795 -1.8409 -4.0089
H 0.8771 -0.3263 -2.3389
H 1.4316 1.7004 -1.5622
H 0.9380 3.6693 -0.1212
H -3.2220 2.5728 -0.0467
H -2.7841 0.7830 -1.7253
H -2.8237 -1.0954 -1.7472
H -4.0297 -2.7603 -3.1418
```

Computed properties:
Gap between HOMO and LUMO, eV: 5.71
Energy, hartree: -2060.793679
Total charge: +1
Highest occupied orbital energy, Eh: -0.4209
ΔE to the lowest compared entry with this formula, charge and spin, kJ/mol: 14.6